(i)
This record from the OMol25 dataset describes a structure of composition C6H9N3O2. The level of theory is ωB97M-V/def2-TZVPD.

```
! wB97M-V def2-TZVPD RIJCOSX def2/J DEFGRID3
* xyz 0 1
C -1.065 -1.670 -0.086
C 0.260 -1.607 -0.071
C 0.707 0.352 -0.011
C -1.996 -0.616 0.071
C -2.636 1.599 -0.018
C 2.093 0.645 -0.295
N -0.323 1.102 -0.034
N -1.579 0.659 0.008
N 3.097 -0.131 0.543
O 1.171 -2.563 -0.173
O -3.178 -0.848 0.204
H -1.445 -2.594 0.028
H -2.227 2.710 0.007
H -3.190 1.506 -0.995
H -3.378 1.435 0.911
H 2.360 1.686 -0.260
H 2.367 0.321 -1.269
H 2.869 -0.015 1.485
H 3.998 0.275 0.403
H 2.093 -2.247 -0.450
*
```

The value obtained for the HOMO energy is -9.04 eV. For the frontier orbital gap, the calculation gives 9.49 eV. For the LUMO energy, the calculation gives 0.45 eV.

=====

(ii)
This record from the OMol25 dataset describes an isolated molecule of C6H9N3O2. The level of theory is ωB97M-V/def2-TZVPD.

```
! wB97M-V def2-TZVPD RIJCOSX def2/J DEFGRID3
* xyz 0 1
C -1.598 -0.442 0.319
C -1.588 1.055 -0.056
C -0.292 -0.915 -0.591
C 1.083 -0.356 -0.388
C 2.110 -0.870 0.321
C 2.614 1.136 -0.297
H -3.002 -1.399 -0.857
H -3.587 -0.999 0.626
H -1.322 -0.491 1.379
H -0.270 -2.007 -0.549
H -0.590 -0.624 -1.603
H 2.135 -1.633 1.082
H 3.285 1.958 -0.514
H 3.963 0.019 0.815
H -1.193 2.755 0.636
N -2.760 -1.320 0.125
N 1.458 0.834 -0.845
N 3.131 0.035 0.269
O -2.409 1.425 -0.849
O -1.171 1.838 0.977
*
```

The value obtained for the HOMO energy is -8.76 eV. For the frontier orbital gap, the calculation gives 9.50 eV. The SMILES is N[C@@H](Cc1c[nH]cn1)C(=O)O. For the LUMO energy, the calculation gives 0.74 eV.

=====

Short version: (ii) is the most stable of them.